{
  "formula": "C26H78O13S13",
  "method": "wB97M-V/def2-TZVPD",
  "elements": ["C", "S", "O", "C", "H", "H", "H", "H", "H", "H", "C", "S", "O", "C", "H", "H", "H", "H", "H", "H", "C", "S", "O", "C", "H", "H", "H", "H", "H", "H", "C", "S", "O", "C", "H", "H", "H", "H", "H", "H", "C", "S", "O", "C", "H", "H", "H", "H", "H", "H", "C", "S", "O", "C", "H", "H", "H", "H", "H", "H", "C", "S", "O", "C", "H", "H", "H", "H", "H", "H", "C", "S", "O", "C", "H", "H", "H", "H", "H", "H", "C", "S", "O", "C", "H", "H", "H", "H", "H", "H", "C", "S", "O", "C", "H", "H", "H", "H", "H", "H", "C", "S", "O", "C", "H", "H", "H", "H", "H", "H", "C", "S", "O", "C", "H", "H", "H", "H", "H", "H", "C", "S", "O", "C", "H", "H", "H", "H", "H", "H"],
  "xyz": [[-4.2819, 1.3185, -1.4091], [-3.2811, 2.7865, -1.8491], [-3.4486, 3.0754, -3.3224], [-4.3440, 3.9960, -1.0209], [-5.1210, 1.3429, -2.1066], [-4.6533, 1.3827, -0.3911], [-3.7056, 0.3984, -1.4970], [-4.6572, 3.7038, -0.0215], [-5.2050, 4.2849, -1.6278], [-3.7738, 4.9255, -0.9425], [-5.9846, -1.5337, -4.0186], [-4.4138, -2.1937, -3.4648], [-4.1858, -1.6030, -2.0813], [-4.9554, -3.8869, -3.1924], [-6.7159, -1.6396, -3.2153], [-6.2795, -2.2279, -4.8094], [-5.9348, -0.4932, -4.3188], [-4.2265, -4.4822, -2.6382], [-5.2004, -4.4111, -4.1170], [-5.8377, -3.9360, -2.5460], [4.0480, 3.9360, 4.2008], [3.0188, 2.7467, 3.2352], [1.6346, 3.3407, 3.3896], [3.5841, 3.3876, 1.6046], [4.0482, 4.9133, 3.7265], [5.0419, 3.5298, 4.3811], [3.5195, 4.0363, 5.1492], [3.3737, 2.5874, 0.8926], [4.6359, 3.6462, 1.4735], [3.0021, 4.2901, 1.4265], [-0.4270, -4.2579, -2.7711], [1.1634, -4.8087, -3.4201], [1.0154, -5.1371, -4.8886], [2.1369, -3.2994, -3.3534], [-0.3421, -3.7618, -1.8001], [-1.0901, -5.1172, -2.6823], [-0.9683, -3.5095, -3.3594], [1.6379, -2.3826, -3.6544], [3.0843, -3.5161, -3.8446], [2.4508, -3.1341, -2.3157], [5.2656, 2.2326, -2.4529], [3.9519, 0.9911, -2.1326], [2.8528, 1.7750, -1.4960], [3.5145, 0.8744, -3.9113], [5.7827, 2.5069, -1.5339], [4.7978, 3.0299, -3.0224], [6.0735, 1.7496, -3.0149], [4.2372, 0.3208, -4.4994], [3.3518, 1.9075, -4.2350], [2.4831, 0.5160, -3.9398], [5.7733, -0.5162, 0.7257], [7.0074, -1.0793, -0.4831], [8.0375, -1.8281, 0.2905], [5.9391, -2.2741, -1.2821], [6.3077, 0.1999, 1.3491], [5.4842, -1.3785, 1.3326], [4.8267, -0.1232, 0.3567], [5.2367, -1.7106, -1.9037], [5.4466, -3.0483, -0.6943], [6.4759, -2.8632, -2.0347], [0.2401, 2.5108, -2.8338], [0.6758, 3.8283, -3.9822], [1.9748, 4.4247, -3.5051], [-0.6280, 4.9051, -3.2835], [-0.7599, 2.1109, -3.0030], [0.4497, 2.7605, -1.7962], [0.9082, 1.6720, -3.0431], [-1.5817, 4.4740, -3.5987], [-0.6592, 5.8963, -3.7375], [-0.4821, 4.9363, -2.2078], [-1.1561, -0.4331, -0.5485], [0.5718, -1.0384, -0.4082], [1.3044, -0.7229, -1.6843], [1.2858, 0.2085, 0.7462], [-1.6964, -0.8434, 0.3079], [-1.6234, -0.7337, -1.4814], [-1.1805, 0.6386, -0.3349], [0.5317, 0.4850, 1.4749], [1.6024, 1.0862, 0.1813], [2.1779, -0.3275, 1.0688], [-3.9549, -0.3485, 2.1732], [-3.8077, 1.3496, 2.7843], [-3.5062, 2.1760, 1.5646], [-5.6058, 1.5533, 3.0088], [-4.2688, -1.0819, 2.9208], [-2.9600, -0.7161, 1.9034], [-4.6051, -0.4227, 1.3025], [-6.0681, 0.7993, 3.6458], [-6.1001, 1.5610, 2.0401], [-5.7084, 2.5109, 3.5206], [-5.3872, -5.7975, 1.3153], [-3.8159, -5.2944, 0.5458], [-3.8166, -5.8118, -0.8696], [-4.1746, -3.5188, 0.4557], [-5.4255, -5.2584, 2.2621], [-5.5329, -6.8674, 1.4165], [-6.1903, -5.4186, 0.6776], [-3.2783, -2.9413, 0.2339], [-4.4176, -3.1485, 1.4592], [-4.9880, -3.2760, -0.2220], [-0.0529, 0.8522, 4.2996], [-0.3707, -0.9342, 4.0046], [-0.9050, -1.0341, 2.5946], [1.4305, -1.3278, 3.9770], [-1.0041, 1.3832, 4.3177], [0.5274, 1.2622, 3.4738], [0.5199, 1.0662, 5.2001], [1.5798, -2.3899, 4.1859], [1.9319, -0.8090, 4.7941], [1.9561, -1.2065, 3.0323], [-0.5355, 3.3889, 1.0744], [-0.8782, 5.1524, 1.2705], [-1.3675, 5.6145, -0.0809], [-2.4260, 5.1101, 2.2433], [-0.4302, 2.8947, 2.0481], [0.4395, 3.1656, 0.6436], [-1.3811, 2.8954, 0.5969], [-2.1732, 4.9008, 3.2810], [-3.0966, 4.4051, 1.7624], [-2.8086, 6.1195, 2.1057], [4.4796, -3.3358, 4.0821], [4.0195, -3.8174, 2.4037], [3.3633, -2.5670, 1.8514], [5.7228, -4.0277, 1.8154], [3.5718, -3.3468, 4.6802], [5.0875, -2.4411, 4.1614], [5.0374, -4.2037, 4.4555], [5.7177, -4.0740, 0.7275], [6.0947, -4.9550, 2.2483], [6.3990, -3.2067, 2.0617]],
  "atomic_forces_ev_per_a": [[0.0, 0.3, -0.4], [-0.7, 0.2, 0.1], [0.0, -0.5, 0.7], [0.1, 1.0, 0.0], [0.0, -0.2, 0.0], [0.2, 0.3, 0.1], [-0.1, 0.2, -0.3], [0.2, -0.3, 0.0], [0.0, -0.6, -0.2], [0.3, -0.2, 0.1], [-0.4, -0.9, 0.1], [0.3, 0.4, 1.3], [0.0, -0.7, -1.0], [-0.6, -0.6, 0.3], [0.1, 0.0, 0.1], [-0.1, 0.5, -0.3], [0.3, 0.0, -0.2], [0.4, 0.4, -0.2], [0.2, 0.2, -0.2], [-0.1, 0.4, -0.1], [-0.5, -0.7, 0.3], [0.2, 2.4, -0.1], [0.6, -0.8, -0.1], [-0.1, -0.8, -0.1], [0.1, -0.1, -0.3], [0.1, 0.1, -0.2], [0.1, -0.1, 0.0], [-0.3, 0.3, -0.3], [0.1, -0.2, 0.6], [-0.3, -0.1, 0.0], [-0.7, 0.8, 0.1], [0.1, -0.3, -1.1], [-0.2, 0.3, 1.1], [0.3, 0.1, 1.2], [0.5, -0.4, 0.2], [0.2, -0.2, 0.1], [0.5, -0.1, -0.6], [0.0, -0.2, -0.4], [-0.3, 0.0, -0.6], [-0.4, -0.1, 0.1], [0.5, -1.1, 0.0], [0.1, 0.9, -0.8], [0.5, -0.1, 0.2], [-1.0, 0.8, 0.8], [-0.6, 0.4, 0.2], [0.1, 0.3, 0.3], [-0.3, 0.0, -0.4], [-0.1, -0.1, 0.0], [0.6, 0.0, -0.1], [0.3, -0.9, 0.0], [0.1, -0.5, 0.6], [-0.5, -0.3, 0.0], [-0.2, 0.1, 0.1], [-0.2, -0.6, -1.5], [-0.1, 0.1, 0.0], [0.2, 0.1, 0.0], [0.3, 0.2, -0.5], [-0.3, 0.1, 0.5], [-0.1, 0.7, 0.4], [0.6, 0.3, 0.2], [0.7, -1.3, -0.4], [-0.4, 1.1, 1.3], [-0.3, -0.5, -0.4], [-0.2, -0.1, -1.1], [-0.2, 0.5, 0.0], [-0.2, 0.4, -0.1], [0.0, 0.1, 0.0], [0.0, -0.3, 0.4], [0.6, 0.0, 0.1], [-0.2, 0.1, 0.0], [0.5, 0.4, 1.1], [0.2, 0.8, -0.3], [-0.4, -0.5, -0.1], [-0.5, -0.4, -0.8], [0.1, -0.4, -0.2], [0.2, 0.0, -0.1], [0.0, 0.1, -0.7], [0.3, -0.3, 0.4], [-0.2, -0.2, -0.4], [-0.1, 0.2, 0.6], [0.7, -0.8, -0.1], [-1.0, -0.7, -1.0], [0.1, -0.3, 0.6], [0.2, 0.4, 0.6], [-0.3, 0.5, 0.3], [-0.1, 0.5, 0.0], [-0.1, 0.4, 0.0], [0.3, -0.2, 0.0], [0.2, 0.1, -0.1], [-0.2, 0.1, -0.2], [-0.3, 1.0, -0.5], [0.0, -0.3, -0.7], [-0.1, 0.3, 0.7], [0.0, 0.3, 1.0], [-0.1, -0.3, 0.2], [0.5, -0.1, 0.1], [0.0, 0.0, 0.0], [0.1, -0.4, -0.6], [-0.3, -0.4, 0.0], [0.1, -0.1, -0.2], [-0.2, 0.0, -0.5], [1.2, 0.8, -0.5], [0.2, 0.0, 0.8], [0.0, -1.0, 0.4], [-0.1, -0.1, 0.1], [0.0, -0.2, -0.1], [-0.2, -0.4, 0.2], [-0.5, -0.1, 0.0], [-0.1, 0.3, -0.1], [-0.4, 0.6, -0.1], [-0.3, -0.8, 1.1], [-0.4, 0.0, -0.8], [0.4, -0.1, 0.5], [0.8, 0.0, -0.5], [-0.2, 0.5, 0.2], [-0.1, 0.6, -0.6], [0.1, 0.2, -0.4], [-0.3, -0.1, 0.0], [0.0, -0.2, 0.3], [0.1, 0.1, 0.2], [0.1, -1.7, 0.2], [-0.3, 1.4, 0.3], [0.8, -0.9, -0.2], [0.1, 0.4, -0.3], [-0.1, 0.5, -0.1], [-0.2, 0.2, -0.2], [0.2, 0.2, 0.1], [-0.1, -0.4, 0.2], [-0.1, -0.1, -0.1], [-0.2, 0.0, 0.2]],
  "e_above_lowest_kcal_mol": 22.6,
  "mol_weight_g_mol": 1015.768,
  "homo_lumo_gap_ha": 0.289,
  "largest_force_ev_per_a": 2.433,
  "e_homo_ev": -7.9
}